C31H52O3P2RuS as an isolated structure. Source: the OMol25 dataset; level of theory: wB97M-V/def2-TZVPD.

Values from the calculation:
**Charge**: +2
**Orbital gap (spin up / spin down)**: 0.2757 / 0.1513 Ha
**Energy relative to the best compared isomer or geometry (same formula, charge and spin)**: 0.0151 eV
**2S+1**: 5

```
90
Properties=species:S:1:pos:R:3:lowdin_spin:R:1
Ru -0.035 -0.487 -2.827 0.946
C -2.235 1.480 -0.532 0.322
C -2.807 0.612 -1.501 0.299
C -2.384 -0.624 0.397 0.326
C -2.065 0.734 0.670 0.329
C -2.891 -0.695 -0.932 0.298
C -1.958 2.914 -0.733 0.044
H -1.609 3.094 -1.758 0.005
H -1.177 3.260 -0.047 0.003
H -2.848 3.547 -0.575 0.020
C -1.784 1.252 2.014 0.051
H -1.571 2.325 2.001 -0.001
H -0.944 0.722 2.492 0.015
H -2.664 1.093 2.658 0.019
C -2.293 -1.716 1.385 0.049
H -3.167 -1.691 2.057 0.022
H -1.401 -1.606 2.020 0.008
H -2.267 -2.706 0.912 0.002
C -3.498 -1.874 -1.582 0.043
H -4.576 -1.737 -1.778 0.015
H -3.376 -2.765 -0.952 -0.001
H -3.012 -2.065 -2.551 0.013
C -3.333 1.034 -2.813 0.047
H -4.342 1.477 -2.750 0.020
H -3.403 0.182 -3.500 0.003
H -2.688 1.805 -3.256 0.007
C 1.572 0.506 -3.541 -0.005
C 0.363 1.272 -3.702 0.002
C -0.277 1.458 -5.046 0.004
C -1.141 0.237 -5.475 0.007
C -1.052 -0.889 -4.473 0.006
C 0.181 -1.668 -4.401 -0.001
C 1.422 -1.372 -5.228 0.002
C 2.263 -0.174 -4.690 0.002
H 0.443 1.710 -5.834 0.000
H -0.881 -0.081 -6.499 0.000
H -0.923 2.337 -4.983 0.000
H 2.509 0.520 -5.509 0.000
H 2.243 0.818 -2.740 -0.001
H 0.264 2.107 -3.008 0.001
H 3.242 -0.552 -4.355 0.000
H 2.060 -2.274 -5.220 0.000
H 0.044 -2.737 -4.240 -0.001
H 1.122 -1.230 -6.276 -0.001
H -2.189 0.555 -5.503 0.001
H -1.966 -1.482 -4.361 0.000
P 1.617 1.753 -0.162 0.024
C 1.331 2.569 1.441 0.002
H 2.212 3.166 1.701 0.001
H 1.157 1.784 2.192 0.000
H 0.448 3.216 1.372 0.000
C 3.171 0.853 0.209 0.003
H 3.953 1.584 0.457 0.001
H 3.469 0.258 -0.665 0.000
H 3.000 0.187 1.068 0.000
C 2.245 3.176 -1.152 0.004
H 2.501 2.836 -2.165 0.000
H 3.125 3.610 -0.657 0.001
H 1.445 3.926 -1.229 0.000
P 1.015 -2.167 -1.034 0.021
C -0.172 -3.480 -1.520 0.004
H 0.345 -4.377 -1.883 0.001
H -0.798 -3.060 -2.324 0.001
H -0.816 -3.746 -0.669 0.000
C 2.595 -2.575 -1.863 0.001
H 2.513 -2.322 -2.928 0.000
H 2.847 -3.637 -1.749 0.000
H 3.389 -1.963 -1.417 0.000
C 1.356 -2.649 0.707 0.008
H 1.572 -3.727 0.821 0.001
H 0.492 -2.408 1.338 0.000
H 2.214 -2.088 1.101 0.000
C -0.586 1.280 8.935 0.048
C -0.041 0.710 7.662 0.237
C 0.048 -0.677 7.500 0.084
C 0.565 -1.230 6.329 0.056
C 1.012 -0.378 5.311 0.266
C 0.938 1.011 5.460 0.088
C 0.405 1.545 6.629 0.055
S 1.611 -1.041 3.756 -0.013
O 3.016 -0.671 3.649 0.075
O 1.310 -2.461 3.879 0.016
O 0.766 -0.340 2.761 0.063
H -1.542 0.813 9.194 0.013
H 0.099 1.102 9.773 0.020
H -0.737 2.357 8.841 0.000
H -0.297 -1.335 8.301 0.000
H 0.615 -2.307 6.191 -0.001
H 1.291 1.655 4.660 0.000
H 0.330 2.627 6.742 -0.001
```

=====

C3H4N2S as an isolated structure. Source: the OMol25 dataset; level of theory: wB97M-V/def2-TZVPD.

Values from the calculation:
**Charge**: 0
**Orbital gap (spin up / spin down)**: 0.2900 / 0.2347 Ha
**Energy relative to the best compared isomer or geometry (same formula, charge and spin)**: 7.5088 eV
**2S+1**: 1

```
10
Properties=species:S:1:pos:R:3:nbo_charge:R:1
C 0.233 0.528 0.027 0.225
C 1.318 1.284 0.039 -0.231
C -2.165 0.367 -0.132 -0.435
N 2.576 -1.511 0.207 -0.888
N -0.921 0.179 0.253 -0.330
S 3.102 -0.118 -0.246 0.626
H -2.231 0.905 -1.139 0.207
H -2.730 -0.637 -0.047 0.222
H -2.568 1.175 0.445 0.232
H 3.386 -2.173 0.594 0.372
```

=====

C38H64Br6FN2O15Pb as an isolated structure. Source: the OMol25 dataset; level of theory: wB97M-V/def2-TZVPD.

Values from the calculation:
**Charge**: +1
**Orbital gap**: 0.0730 Ha
**2S+1**: 1

```
127
Properties=species:S:1:pos:R:3:lowdin_charge:R:1
Pb -10.845 -18.043 -15.388 0.379
C -12.199 -22.456 -8.745 -0.024
C -12.116 -21.622 -7.461 -0.275
C -11.506 -22.347 -6.167 -0.181
O -11.402 -21.515 -5.025 -0.183
C -11.083 -22.286 -3.821 -0.053
N -11.400 -20.332 -7.764 0.229
H -11.969 -19.716 -8.326 0.174
H -11.153 -19.850 -6.912 0.161
H -10.496 -20.484 -8.190 0.170
H -12.674 -23.433 -8.664 0.102
H -11.197 -22.593 -9.153 0.092
H -12.823 -21.940 -9.475 0.091
H -13.089 -21.249 -7.140 0.154
H -10.610 -22.911 -6.427 0.132
H -12.244 -23.130 -5.986 0.132
H -10.710 -21.705 -2.977 0.095
H -10.395 -23.118 -3.967 0.091
H -12.008 -22.730 -3.453 0.092
C -7.709 -19.594 -19.960 -0.284
O -7.619 -18.999 -18.641 -0.324
H -8.726 -19.962 -20.096 0.050
H -7.500 -18.936 -20.804 0.048
H -7.120 -20.509 -20.023 0.053
C -15.961 -20.474 -19.841 -0.026
C -16.790 -20.876 -18.596 -0.426
C -17.994 -21.904 -18.961 -0.114
C -17.496 -23.307 -19.366 -0.162
C -16.544 -23.833 -18.244 -0.152
C -15.404 -22.923 -17.796 -0.489
N -15.925 -21.570 -17.588 -0.039
O -15.057 -20.680 -16.849 -0.073
C -14.247 -22.899 -18.797 -0.019
C -15.012 -23.520 -16.408 -0.036
C -17.504 -19.565 -18.024 -0.025
H -15.661 -21.196 -20.601 0.072
H -15.029 -20.055 -19.463 0.087
H -16.591 -19.751 -20.360 0.088
H -18.664 -21.392 -19.651 0.110
H -18.580 -22.043 -18.052 0.110
H -16.829 -23.314 -20.228 0.099
H -18.322 -24.009 -19.480 0.113
H -16.277 -24.779 -18.715 0.125
H -17.164 -24.099 -17.387 0.115
H -13.605 -22.033 -18.634 0.086
H -14.511 -22.841 -19.853 0.071
H -13.570 -23.752 -18.742 0.092
H -14.949 -24.606 -16.477 0.083
H -15.687 -23.263 -15.591 0.087
H -14.002 -23.308 -16.057 0.076
H -17.951 -19.692 -17.038 0.076
H -18.258 -19.272 -18.754 0.081
H -16.699 -18.843 -17.886 0.073
C -11.898 -14.278 -21.004 -0.006
C -11.408 -12.812 -21.024 -0.354
C -9.912 -12.826 -21.367 -0.091
O -10.076 -12.406 -22.694 0.053
C -11.387 -12.073 -23.006 -0.581
O -11.707 -11.655 -24.100 0.155
O -12.071 -12.138 -21.966 0.154
H -12.722 -14.380 -21.710 0.093
H -12.248 -14.541 -20.006 0.076
H -11.138 -15.027 -21.225 0.078
H -11.599 -12.406 -20.031 0.154
H -9.465 -13.817 -21.287 0.133
H -9.509 -11.971 -20.824 0.135
C -21.140 -19.239 -12.098 -0.014
C -19.891 -20.123 -12.152 -0.260
C -18.599 -19.279 -11.854 -0.133
O -17.889 -20.057 -10.996 0.074
C -18.629 -21.030 -10.451 -0.572
O -18.226 -21.915 -9.703 0.117
O -19.772 -21.070 -11.065 0.097
H -21.038 -18.694 -11.159 0.087
H -22.066 -19.814 -12.105 0.090
H -21.022 -18.577 -12.956 0.094
H -19.884 -20.790 -13.015 0.154
H -18.912 -18.371 -11.339 0.126
H -18.126 -18.911 -12.765 0.138
C -11.939 -17.449 -26.565 -0.025
C -10.594 -16.711 -26.694 -0.349
C -9.589 -17.613 -27.491 -0.099
O -8.880 -16.624 -28.237 0.043
C -9.642 -15.454 -28.287 -0.424
O -9.304 -14.469 -29.009 0.093
O -10.681 -15.528 -27.414 0.098
H -12.651 -16.784 -26.079 0.081
H -11.755 -18.364 -26.002 0.091
H -12.336 -17.503 -27.579 0.091
H -10.187 -16.598 -25.689 0.147
H -10.066 -18.434 -28.026 0.126
H -8.885 -18.087 -26.806 0.128
C -23.071 -24.704 -25.778 -0.014
C -23.011 -23.232 -25.777 -0.417
C -22.133 -22.411 -24.866 -0.092
O -21.286 -21.682 -25.698 0.110
C -21.621 -21.881 -26.927 -0.506
O -21.139 -21.136 -27.763 0.141
O -22.670 -22.821 -27.019 0.092
H -22.859 -25.151 -26.750 0.099
H -24.096 -25.019 -25.587 0.086
H -22.419 -25.115 -25.008 0.085
H -24.028 -22.928 -25.528 0.147
H -21.550 -23.086 -24.240 0.131
H -22.750 -21.785 -24.222 0.138
F -21.159 -32.008 -25.301 0.039
C -21.317 -31.429 -24.070 -0.263
C -20.529 -30.368 -23.745 -0.032
C -20.631 -29.830 -22.475 -0.097
C -21.520 -30.337 -21.590 -0.137
C -22.223 -31.482 -21.829 -0.072
C -22.274 -31.965 -23.167 0.022
H -19.923 -29.892 -24.502 0.119
H -20.113 -28.888 -22.365 0.106
H -21.449 -30.056 -20.550 0.104
H -22.801 -31.821 -20.982 0.104
H -22.794 -32.848 -23.510 0.109
C -25.248 -23.477 -17.721 -1.435
Br -24.981 -24.807 -19.268 0.462
Br -24.704 -21.700 -18.372 0.505
Br -24.077 -23.917 -16.154 0.485
H -26.276 -23.461 -17.359 -0.019
C -13.587 -30.083 -20.113 -1.402
Br -12.043 -31.464 -19.873 0.457
Br -14.905 -30.334 -18.598 0.477
Br -14.427 -30.025 -21.934 0.512
H -13.211 -29.062 -20.059 -0.045
```

=====

C5H8N2O as an isolated structure. Source: the OMol25 dataset; level of theory: wB97M-V/def2-TZVPD.

Values from the calculation:
**Charge**: +2
**Orbital gap**: 0.3659 Ha
**Energy relative to the best compared isomer or geometry (same formula, charge and spin)**: 0.1551 eV
**2S+1**: 1

```
16
Properties=species:S:1:pos:R:3:nbo_charge:R:1
C -2.127 0.242 -0.038 0.885
C 1.259 -1.373 -0.272 0.101
C 0.183 1.194 -0.058 0.868
C -3.401 -0.228 0.046 -0.844
C 2.748 0.456 0.212 -0.474
N -1.022 0.629 -0.119 -0.403
N 1.507 -0.165 -0.039 -0.285
O 0.629 2.252 -0.008 -0.257
H 2.060 -2.111 -0.283 0.261
H 0.264 -1.739 -0.480 0.214
H -4.033 0.497 0.593 0.377
H -3.454 -1.200 0.563 0.368
H -3.868 -0.365 -0.947 0.380
H 2.677 1.128 1.073 0.266
H 3.047 1.068 -0.645 0.272
H 3.531 -0.283 0.401 0.271
```

=====

A 3-piece molecular cluster, C5H15NO2 overall. Source: the OMol25 dataset; level of theory: wB97M-V/def2-TZVPD.

Values from the calculation:
**Charge**: 0
**Orbital gap**: 0.3377 Ha
**SMILES**: C=C(C)CCN.O.O
**Energy relative to the best compared isomer or geometry (same formula, charge and spin)**: 2.1306 eV
**2S+1**: 1

```
23
Properties=species:S:1:pos:R:3:nbo_charge:R:1
C 1.045 -0.493 1.115 -0.431
C 0.161 -1.393 0.637 0.032
C 0.627 -2.757 0.179 -0.657
C -1.316 -1.109 0.777 -0.464
C -1.939 -0.062 -0.098 -0.221
N -2.098 1.307 0.468 -0.844
H 2.083 -0.675 1.361 0.195
H 0.690 0.560 1.216 0.208
H -0.109 -3.351 -0.349 0.213
H 0.846 -3.309 1.075 0.225
H 1.513 -2.727 -0.487 0.219
H -1.569 -1.015 1.844 0.224
H -1.809 -2.056 0.418 0.208
H -1.273 0.126 -0.977 0.188
H -2.820 -0.305 -0.670 0.194
H -1.982 1.440 1.468 0.355
H -1.328 1.886 0.152 0.354
O 1.314 1.785 -2.580 -0.957
H 1.550 2.106 -3.453 0.477
H 1.567 0.849 -2.524 0.481
O 1.437 3.177 0.427 -0.967
H 2.358 2.881 0.458 0.478
H 1.052 3.132 -0.453 0.491
```

=====

An isolated ion of composition C7H13FNO2 and charge +1. Source: the OMol25 dataset; level of theory: wB97M-V/def2-TZVPD.

Values from the calculation:
**Charge**: +1
**Orbital gap**: 0.3282 Ha
**Energy relative to the best compared isomer or geometry (same formula, charge and spin)**: 0.1679 eV
**2S+1**: 1

```
24
Properties=species:S:1:pos:R:3:nbo_charge:R:1
C 0.534 1.153 2.105 -0.625
C 0.717 -0.004 -2.940 -0.145
C -0.820 -1.327 -1.643 -0.209
C 0.862 1.362 -2.264 0.019
C -0.646 -0.747 -0.372 0.484
C -0.697 0.448 2.674 -0.442
C -1.003 -0.896 2.119 -0.071
N 1.630 1.525 -1.284 0.001
O -0.567 -0.524 -2.677 -0.489
O -1.047 -1.404 0.653 -0.368
F 2.386 0.454 -0.895 -0.246
H 1.188 0.378 1.883 0.205
H 0.970 1.770 2.900 0.253
H 0.802 0.213 -4.020 0.235
H 1.533 -0.613 -2.643 0.210
H -0.049 -2.180 -1.635 0.266
H -1.666 -1.982 -1.875 0.293
H 0.215 2.129 -2.545 0.230
H -0.068 0.187 -0.192 0.231
H -0.729 0.080 3.775 0.268
H 0.351 1.806 1.344 0.223
H -1.583 1.102 2.589 0.228
H -1.980 -1.327 2.381 0.236
H -0.333 -1.605 2.561 0.214
```

=====

A 2-piece molecular cluster, C4H8NO overall. Source: the OMol25 dataset; level of theory: wB97M-V/def2-TZVPD.

Values from the calculation:
**Charge**: +1
**Orbital gap**: 0.3877 Ha
**Energy relative to the best compared isomer or geometry (same formula, charge and spin)**: 4.6524 eV
**2S+1**: 1

```
14
Properties=species:S:1:pos:R:3:nbo_charge:R:1
C -0.168 0.435 -1.388 -0.438
C 0.010 0.450 1.104 -0.226
C -0.307 -0.821 -0.536 -0.019
C 0.721 0.160 -0.143 0.194
N -1.125 -0.422 0.627 -0.527
O 2.122 0.065 -0.238 -0.646
H 0.400 0.346 -2.281 0.283
H -0.903 1.164 -1.231 0.211
H 0.294 -0.199 1.935 0.237
H -0.036 1.488 1.376 0.251
H -0.166 -2.384 -0.999 0.290
H -1.475 -1.224 1.164 0.463
H -1.892 0.215 0.364 0.438
H 2.525 0.725 0.246 0.490
```

=====

One molecule with the formula C5H8N2O. Source: the OMol25 dataset; level of theory: wB97M-V/def2-TZVPD.

Values from the calculation:
**Charge**: 0
**Orbital gap**: 0.3466 Ha
**SMILES**: C=C(C#N)CN(C)O
**Energy relative to the best compared isomer or geometry (same formula, charge and spin)**: 3.1450 eV
**2S+1**: 1

```
16
Properties=species:S:1:pos:R:3:nbo_charge:R:1
C 1.540 -0.725 -1.155 -0.280
C 1.029 -0.595 0.069 -0.171
C 0.867 -1.726 0.904 0.244
N 0.710 -2.629 1.597 -0.292
C 0.578 0.730 0.647 -0.258
N -0.854 0.987 0.598 -0.134
C -1.437 0.922 -0.724 -0.442
O -1.572 0.198 1.509 -0.568
H 1.861 -1.678 -1.542 0.215
H 1.677 0.134 -1.792 0.204
H 1.051 1.545 0.095 0.214
H 0.869 0.805 1.700 0.231
H -1.398 -0.091 -1.169 0.167
H -0.908 1.630 -1.379 0.205
H -2.475 1.237 -0.626 0.222
H -1.538 -0.746 1.267 0.445
```

=====

In eV/A, the F_max values for the records above are, in order, 5.08; 6.95; 6.91; 4.48; 3.21; 4.28; 5.39; 1.00.